Here is a cluster of 7 separate species, CH16O6 in total in a non-equilibrium geometry from OMol25. Energies are from ωB97M-V/def2-TZVPD.

Geometry as XYZ:
```
23
Properties=species:S:1:pos:R:3:nbo_charge:R:1
C -0.884 0.026 -4.935 -0.969
H -1.153 -0.203 -5.979 0.195
H 0.115 0.611 -4.934 0.204
H -0.933 -0.801 -4.246 0.215
H -1.656 0.803 -4.754 0.208
H 0.098 1.467 0.798 0.478
H 0.485 2.102 1.863 0.457
O 0.972 1.807 1.164 -1.033
H 1.742 -1.162 0.991 0.469
H 2.848 -0.179 1.690 0.505
O 2.289 -0.897 1.690 -1.031
H -0.299 -2.356 3.280 0.445
H 0.353 -1.349 2.301 0.480
O -0.484 -1.792 2.470 -1.051
H -2.748 -1.939 0.589 0.441
H -2.400 -2.129 -0.876 0.376
O -2.325 -1.493 -0.152 -1.290
H 2.875 2.155 1.228 0.499
H 3.477 2.010 2.505 0.453
O 3.516 1.499 1.638 -0.968
H -2.378 0.780 0.557 0.477
H -1.470 0.102 1.629 0.486
O -2.039 0.937 1.483 -1.046
```

**Frontier orbital gap (alpha / beta)**: 2.41 / 10.66 eV
**Molecular weight**: 124.13 g mol⁻¹
**Energy above the lowest of the compared OMol25 structures with the same formula, charge and spin**: 115.8 kJ/mol
**DFT total energy**: -499.0530 Eh
**Multiplicity**: 2
**Charge**: -1

---

Here is a cluster of 11 separate species, C23H36F7N3O23 in total in a non-equilibrium geometry from OMol25. Energies are from ωB97M-V/def2-TZVPD.

Geometry as XYZ:
```
92
Properties=species:S:1:pos:R:3:lowdin_charge:R:1
N 24.490 3.043 2.027 0.356
H 23.493 2.912 1.933 0.156
H 24.842 2.169 1.663 0.158
H 24.729 3.087 3.007 0.159
H 24.728 3.845 1.460 0.166
N 26.042 -3.607 5.299 0.356
H 25.993 -2.762 5.850 0.156
H 27.019 -3.857 5.250 0.165
H 25.591 -3.552 4.397 0.158
H 25.526 -4.299 5.824 0.156
N 19.669 -3.339 3.551 0.352
H 18.750 -3.711 3.360 0.165
H 20.460 -3.619 2.988 0.167
H 19.689 -3.549 4.538 0.157
H 19.606 -2.332 3.596 0.156
C 26.119 -3.532 -1.122 -0.043
C 25.301 -2.879 0.032 -0.761
O 25.734 -1.731 0.411 -0.185
O 24.342 -3.533 0.563 -0.171
H 25.738 -4.543 -1.262 0.055
H 27.185 -3.627 -0.911 0.062
H 25.987 -2.982 -2.054 0.062
C 31.172 -3.948 -5.107 -0.121
C 31.732 -4.039 -6.469 -0.350
O 31.701 -5.388 -6.772 0.180
C 31.437 -6.050 -5.646 -0.507
O 31.406 -7.293 -5.602 0.118
O 31.205 -5.224 -4.617 0.107
F 32.974 -3.576 -6.357 0.107
H 30.146 -3.579 -5.112 0.138
H 31.543 -3.243 -4.364 0.152
H 31.114 -3.459 -7.155 0.176
C 27.595 -10.798 -1.771 -0.120
C 28.764 -11.642 -1.885 -0.332
O 28.366 -12.792 -1.113 0.169
C 27.072 -12.880 -1.144 -0.521
O 26.407 -13.775 -0.605 0.136
O 26.618 -11.766 -1.807 0.075
F 29.908 -11.215 -1.344 0.102
H 27.483 -10.059 -2.564 0.157
H 27.763 -10.347 -0.793 0.153
H 28.954 -11.901 -2.927 0.181
C 31.520 0.537 1.580 -0.075
C 32.148 1.416 2.664 -0.253
O 33.162 2.163 1.885 0.122
C 33.283 1.540 0.663 -0.551
O 34.092 1.892 -0.182 0.158
O 32.211 0.862 0.414 0.104
F 32.673 0.631 3.652 0.061
H 30.438 0.426 1.507 0.140
H 31.862 -0.448 1.898 0.136
H 31.406 2.113 3.052 0.159
C 21.228 -7.573 -2.844 -0.080
C 20.367 -8.384 -3.787 -0.355
O 20.441 -7.637 -4.943 0.156
C 20.760 -6.361 -4.652 -0.435
O 20.733 -5.356 -5.455 0.081
O 21.336 -6.292 -3.418 0.086
F 19.142 -8.542 -3.284 0.096
H 22.101 -8.069 -2.419 0.144
H 20.567 -7.535 -1.978 0.130
H 20.755 -9.375 -4.023 0.176
C 33.656 -7.316 0.535 -0.090
C 33.493 -8.501 1.469 -0.222
O 32.115 -8.274 1.992 0.114
C 31.787 -6.963 1.794 -0.508
O 30.833 -6.325 2.249 0.105
O 32.781 -6.418 1.084 0.062
F 34.408 -8.425 2.486 0.069
H 33.187 -7.550 -0.420 0.147
H 34.669 -6.923 0.441 0.155
H 33.561 -9.452 0.941 0.168
C 27.871 3.831 -4.138 -0.078
C 27.918 2.846 -2.978 -0.362
O 28.491 3.666 -2.013 0.099
C 29.265 4.651 -2.619 -0.476
O 30.057 5.415 -2.035 0.133
O 28.933 4.691 -3.892 0.113
F 28.795 1.903 -3.249 0.112
H 26.887 4.298 -4.164 0.142
H 28.033 3.346 -5.100 0.149
H 26.959 2.437 -2.660 0.168
C 20.882 0.339 -2.740 -0.014
C 19.872 0.866 -3.846 -0.314
O 20.141 2.248 -3.908 0.185
C 21.113 2.565 -3.111 -0.677
O 21.570 3.665 -3.014 0.161
O 21.426 1.575 -2.380 0.086
F 18.653 0.764 -3.431 0.124
H 21.610 -0.301 -3.238 0.139
H 20.397 -0.116 -1.876 0.137
H 19.987 0.316 -4.780 0.173
```

**Frontier orbital gap**: 4.69 eV
**Molecular weight**: 855.53 g mol⁻¹
**Energy above the lowest of the compared OMol25 structures with the same formula, charge and spin**: 834.6 kJ/mol
**DFT total energy**: -3491.1297 Eh
**Multiplicity**: 1
**Charge**: +2

---

Here is a cluster of 7 separate species, C30H74O21S4 in total in a non-equilibrium geometry from OMol25. Energies are from ωB97M-V/def2-TZVPD.

Geometry as XYZ:
```
129
Properties=species:S:1:pos:R:3:lowdin_charge:R:1
O 0.453 0.988 0.731 -0.323
S -0.519 2.054 0.440 0.718
O -1.986 1.833 0.478 -0.307
O -0.144 3.306 1.470 -0.270
C 1.168 3.740 1.631 -0.313
C 1.178 4.801 2.725 -0.057
C -0.015 2.725 -1.241 -0.100
H 1.643 4.123 0.727 0.113
H 1.699 2.841 1.945 0.116
H 0.718 4.449 3.649 0.084
H 0.855 5.811 2.474 0.079
H 2.239 4.861 2.969 0.077
H 0.076 1.915 -1.965 0.066
H 1.017 3.076 -1.224 0.050
H -0.676 3.533 -1.554 0.066
O 5.961 -4.875 -2.356 -0.313
S 5.072 -3.838 -1.775 0.678
O 5.520 -2.528 -1.416 -0.277
O 3.655 -3.686 -2.641 -0.275
C 3.028 -4.862 -3.113 -0.288
C 1.802 -4.342 -3.887 -0.062
C 4.349 -4.549 -0.247 -0.109
H 2.674 -5.480 -2.287 0.103
H 3.699 -5.439 -3.750 0.121
H 2.120 -3.736 -4.735 0.082
H 0.976 -3.910 -3.322 0.080
H 1.348 -5.245 -4.295 0.073
H 3.562 -5.288 -0.402 0.054
H 3.957 -3.717 0.337 0.067
H 5.241 -4.927 0.252 0.066
O -5.817 10.150 1.445 -0.327
S -4.754 9.153 1.304 0.714
O -4.559 8.158 2.345 -0.307
O -4.875 8.435 -0.243 -0.304
C -6.063 7.659 -0.577 -0.257
C -6.121 7.085 -2.015 -0.061
C -3.135 10.181 0.923 -0.062
H -6.945 8.241 -0.311 0.113
H -6.020 6.801 0.093 0.109
H -6.777 6.215 -1.973 0.076
H -5.159 6.714 -2.368 0.074
H -6.467 7.831 -2.730 0.071
H -3.546 11.108 0.525 0.052
H -2.574 9.687 0.130 0.050
H -2.546 10.312 1.831 0.058
O -5.624 -4.225 9.042 -0.306
S -5.777 -4.450 7.593 0.697
O -6.902 -4.075 6.732 -0.303
O -4.500 -3.744 6.815 -0.295
C -4.540 -2.349 6.616 -0.311
C -3.115 -1.897 6.425 -0.068
C -5.232 -6.171 7.250 -0.106
H -5.011 -1.877 7.478 0.122
H -5.084 -2.122 5.699 0.120
H -2.686 -2.314 5.514 0.083
H -2.612 -2.196 7.345 0.084
H -3.107 -0.811 6.336 0.082
H -5.900 -6.878 7.742 0.070
H -4.208 -6.288 7.605 0.067
H -5.176 -6.275 6.166 0.066
C -3.776 0.790 -8.309 -0.121
O -2.584 1.488 -8.519 -0.148
C -2.476 2.146 -9.754 -0.215
C -1.249 3.019 -9.710 -0.221
O -0.110 2.427 -9.221 -0.123
C 0.624 1.558 -10.012 -0.197
C 1.440 2.364 -10.970 -0.244
O 2.537 1.607 -11.382 -0.158
C 2.993 1.995 -12.692 -0.100
H -3.736 0.269 -7.352 0.086
H -4.060 0.056 -9.063 0.090
H -4.614 1.457 -8.107 0.084
H -3.337 2.776 -9.973 0.127
H -2.336 1.576 -10.673 0.121
H -1.337 3.862 -9.025 0.136
H -0.995 3.424 -10.690 0.121
H 0.040 0.784 -10.511 0.130
H 1.217 0.892 -9.385 0.136
H 1.795 3.310 -10.561 0.136
H 0.806 2.713 -11.785 0.115
H 3.261 3.051 -12.739 0.083
H 2.320 1.807 -13.529 0.083
H 3.903 1.485 -13.007 0.082
C 7.081 6.625 7.210 -0.105
O 7.615 7.412 6.127 -0.180
C 8.923 6.941 5.645 -0.157
C 8.907 5.615 4.855 -0.213
O 8.347 4.575 5.629 -0.153
C 8.389 3.267 4.975 -0.161
C 7.846 2.064 5.745 -0.201
O 6.499 2.205 6.231 -0.181
C 6.040 1.097 7.038 -0.096
H 6.834 5.591 6.972 0.075
H 6.271 7.070 7.789 0.082
H 7.847 6.589 7.985 0.077
H 9.541 6.782 6.528 0.114
H 9.430 7.624 4.964 0.120
H 9.923 5.414 4.515 0.122
H 8.301 5.757 3.960 0.123
H 9.383 2.892 4.730 0.120
H 7.864 3.394 4.029 0.123
H 8.584 1.858 6.521 0.123
H 7.891 1.258 5.013 0.123
H 6.602 0.997 7.967 0.084
H 6.191 0.145 6.529 0.075
H 4.955 1.135 7.132 0.086
C -1.077 -10.269 2.175 -0.102
O -2.001 -11.140 1.523 -0.184
C -3.356 -10.807 1.749 -0.183
C -3.784 -9.535 0.966 -0.209
O -3.215 -8.398 1.509 -0.170
C -3.144 -7.164 0.734 -0.129
C -4.484 -6.560 0.192 -0.159
O -5.071 -7.438 -0.811 -0.218
C -6.340 -7.117 -1.308 -0.118
H -1.254 -10.174 3.247 0.088
H -1.059 -9.314 1.649 0.078
H -0.069 -10.682 2.153 0.081
H -3.621 -10.821 2.807 0.122
H -3.842 -11.666 1.286 0.122
H -4.852 -9.340 1.054 0.120
H -3.529 -9.624 -0.090 0.131
H -2.475 -7.240 -0.123 0.119
H -2.638 -6.458 1.392 0.121
H -4.319 -5.558 -0.204 0.117
H -5.239 -6.360 0.953 0.114
H -6.724 -7.985 -1.842 0.088
H -6.380 -6.315 -2.045 0.083
H -6.953 -6.894 -0.434 0.085
```

**Frontier orbital gap**: 9.49 eV
**Molecular weight**: 899.17 g mol⁻¹
**Energy above the lowest of the compared OMol25 structures with the same formula, charge and spin**: 538.3 kJ/mol
**DFT total energy**: -4359.8139 Eh
**Multiplicity**: 1

---

Here is a structure of composition C24H33BrCrN7O in a non-equilibrium geometry from OMol25. Energies are from ωB97M-V/def2-TZVPD.

Geometry as XYZ:
```
67
Properties=species:S:1:pos:R:3:nbo_charge:R:1
Cr 0.016 -0.005 0.054 1.459
N 2.197 -0.014 -0.067 -0.840
C 2.907 1.054 -0.800 -0.220
C 2.458 2.433 -0.331 -0.431
C 1.111 2.833 -0.924 -0.222
N 0.009 2.147 -0.228 -0.832
H 2.594 -0.042 0.873 0.403
H 2.478 -0.891 -0.503 0.403
H 2.679 0.949 -1.864 0.212
H 3.990 0.948 -0.660 0.228
H 3.202 3.168 -0.640 0.262
H 2.402 2.444 0.761 0.205
H 1.096 2.568 -1.984 0.214
H 0.988 3.918 -0.839 0.227
H -0.864 2.404 -0.690 0.419
H -0.043 2.569 0.697 0.402
Br 0.145 -5.694 5.968 0.100
C -0.925 -5.890 4.419 -0.067
C -0.871 -7.061 3.670 -0.230
C -1.642 -7.183 2.533 -0.187
C -2.443 -6.113 2.111 0.097
C -2.507 -4.946 2.894 -0.230
C -1.760 -4.841 4.041 -0.234
N -3.205 -6.254 0.980 -0.093
N -3.631 -5.361 0.268 -0.132
C -3.193 -4.098 0.087 0.179
C -4.120 -3.057 -0.063 -0.210
C -3.725 -1.739 -0.126 -0.201
C -2.362 -1.391 -0.076 0.294
O -1.883 -0.197 -0.120 -0.699
C -1.401 -2.446 0.014 0.108
N -0.107 -2.037 0.058 -0.525
C 0.823 -2.987 0.074 0.093
C 0.540 -4.346 -0.016 -0.260
C -0.771 -4.767 -0.053 -0.049
C -1.788 -3.804 0.024 -0.104
H -0.235 -7.872 3.984 0.248
H -1.603 -8.084 1.943 0.246
H -3.170 -4.142 2.612 0.223
H -1.823 -3.955 4.651 0.225
H -5.170 -3.304 -0.046 0.254
H -4.463 -0.957 -0.188 0.243
H 1.858 -2.684 0.151 0.190
H 1.349 -5.058 -0.054 0.255
H -0.999 -5.816 -0.157 0.252
C -0.266 2.903 5.431 -0.617
C -1.171 1.692 5.207 -0.214
N -0.590 0.725 4.279 -0.366
C 0.256 -0.305 4.876 -0.229
C 1.756 -0.004 4.832 -0.617
C -0.739 0.828 2.954 0.561
C -1.747 1.791 2.403 -0.700
N -0.058 0.104 2.099 -0.834
H -0.812 3.663 5.982 0.246
H 0.052 3.332 4.484 0.199
H 0.614 2.639 6.011 0.220
H -2.141 2.026 4.842 0.215
H -1.342 1.186 6.159 0.226
H 0.045 -1.263 4.384 0.203
H -0.043 -0.404 5.922 0.238
H 2.123 0.087 3.810 0.183
H 2.288 -0.817 5.321 0.245
H 1.983 0.917 5.363 0.229
H -2.667 1.762 2.982 0.265
H -1.983 1.497 1.385 0.253
H -1.379 2.814 2.433 0.240
H 0.525 -0.600 2.543 0.382
```

**Frontier orbital gap (alpha / beta)**: 4.55 / 5.75 eV
**Molecular weight**: 567.48 g mol⁻¹
**Energy above the lowest of the compared OMol25 structures with the same formula, charge and spin**: 156.2 kJ/mol
**DFT total energy**: -5010.8728 Eh
**Multiplicity**: 4
**Charge**: +2